An isolated molecule of C21H25N3O5. Source: OMol25; level of theory: the ωB97M-V functional and the def2-TZVPD basis.

Each line ends with the Mulliken charge.
Atoms and positions in Å:
C  1.09  2.37  -2.78  -1.807
C  0.94  1.31  -1.73  0.561
C  -0.11  1.37  -0.82  -0.077
C  -0.20  0.43  0.20  0.456
C  -1.26  0.52  1.29  0.578
O  -1.14  -0.06  2.35  -0.660
N  -2.30  1.34  1.02  -0.110
C  -3.12  1.87  2.09  -1.834
C  -2.31  2.57  3.19  -0.296
C  -3.13  3.51  4.08  0.643
C  -4.38  2.83  4.62  -1.813
C  -2.24  3.99  5.23  -0.974
C  -0.91  4.56  4.76  -0.774
C  -0.20  3.59  3.81  -0.722
N  -1.10  3.26  2.71  0.641
C  -1.10  3.97  1.56  0.290
O  -2.10  4.25  0.91  -0.652
C  0.25  4.38  1.03  -0.356
C  1.40  3.51  1.06  0.352
C  2.53  3.87  0.43  -0.793
C  2.64  5.14  -0.27  0.073
O  3.59  5.56  -0.86  -0.603
O  1.49  5.93  -0.25  -0.333
C  0.36  5.53  0.36  -0.078
N  0.67  -0.57  0.32  -0.619
C  1.66  -0.64  -0.56  -0.770
C  1.85  0.27  -1.59  0.641
C  3.01  0.14  -2.54  -0.697
O  3.92  -0.82  -2.06  -0.520
H  1.19  1.93  -3.78  0.456
H  0.23  3.04  -2.79  0.378
H  1.99  2.97  -2.61  0.322
H  -0.80  2.20  -0.88  0.217
H  -2.34  1.83  0.15  0.405
H  -3.84  2.55  1.64  0.448
H  -3.66  1.05  2.57  0.520
H  -1.91  1.77  3.83  0.629
H  -3.42  4.37  3.46  0.239
H  -4.12  1.91  5.16  0.377
H  -4.90  3.49  5.32  0.456
H  -5.09  2.57  3.83  0.390
H  -2.79  4.73  5.82  0.392
H  -2.05  3.14  5.89  0.331
H  -1.08  5.50  4.22  0.272
H  -0.27  4.79  5.61  0.435
H  0.71  4.03  3.43  0.650
H  0.05  2.66  4.33  0.329
H  1.33  2.56  1.56  0.587
H  3.41  3.24  0.41  0.447
H  -0.45  6.24  0.23  0.502
H  2.36  -1.46  -0.43  0.462
H  2.63  -0.15  -3.53  0.343
H  3.49  1.12  -2.66  0.364
H  4.64  -0.91  -2.69  0.305

M = 399.45 g/mol
Orbital gap = 9.3 eV
Energy above the lowest of the compared OMol25 structures with the same formula, charge and spin = 1.729 eV
Calculated total energy = -1355.7366 a.u.

=====

A cluster of 2 separate species, C21H25NO4 in total at a distorted geometry. Source: OMol25; level of theory: the ωB97M-V functional and the def2-TZVPD basis.

Each line ends with the Mulliken charge.
Atoms and positions in Å:
C  5.35  -1.64  -3.51  -0.802
O  4.62  -0.38  -3.55  -0.417
C  3.28  -0.35  -3.32  0.633
C  2.67  0.92  -3.14  -0.686
C  1.37  1.00  -2.73  -0.439
C  0.59  -0.17  -2.53  0.590
C  -0.81  -0.05  -2.20  -0.985
O  -1.59  -1.06  -2.52  -0.393
C  -2.76  -0.84  -3.35  -0.697
C  1.17  -1.43  -2.82  -0.605
C  2.48  -1.53  -3.23  -0.310
H  6.40  -1.35  -3.54  0.243
H  5.14  -2.21  -2.59  0.363
H  5.12  -2.26  -4.39  0.317
H  3.26  1.81  -3.34  0.425
H  0.86  1.95  -2.62  0.459
H  -1.24  0.93  -2.11  1.054
H  -3.23  -1.81  -3.46  0.246
H  -3.45  -0.11  -2.90  0.310
H  -2.42  -0.45  -4.31  0.317
H  0.54  -2.31  -2.78  0.415
H  2.91  -2.50  -3.49  0.344
C  -0.06  4.33  2.50  -1.247
C  -1.08  3.37  1.94  -0.088
O  -0.42  2.66  0.82  -0.280
C  -1.24  2.11  -0.11  0.445
C  -1.71  0.69  0.13  0.758
C  -3.07  0.37  -0.35  -1.707
N  -1.15  0.07  1.17  -0.288
C  -1.62  -0.89  1.91  -0.629
C  -1.01  -1.36  3.14  0.712
C  -1.39  -2.59  3.71  -0.516
C  -0.72  -3.10  4.82  -0.473
C  0.32  -2.36  5.41  -0.412
C  0.67  -1.11  4.88  -0.466
C  0.02  -0.61  3.76  -0.389
O  -1.58  2.72  -1.12  -0.661
H  -0.55  4.92  3.29  0.402
H  0.78  3.79  2.94  0.288
H  0.30  5.02  1.73  0.299
H  -1.39  2.61  2.67  0.231
H  -1.95  3.90  1.54  0.362
H  -3.36  1.13  -1.10  0.428
H  -3.14  -0.63  -0.78  0.306
H  -3.76  0.40  0.51  0.457
H  -2.55  -1.41  1.59  0.208
H  -2.20  -3.15  3.25  0.337
H  -0.99  -4.07  5.23  0.355
H  0.84  -2.77  6.29  0.345
H  1.46  -0.54  5.35  0.367
H  0.30  0.34  3.32  0.477

M = 355.43 g/mol
Orbital gap = 5.3 eV
Energy above the lowest of the compared OMol25 structures with the same formula, charge and spin = 5.711 eV
Calculated total energy = -1170.7813 a.u.

=====

A structure of composition C21H26AgN3O2S2. Source: OMol25; level of theory: the ωB97M-V functional and the def2-TZVPD basis.

Each line ends with the Mulliken charge.
Atoms and positions in Å:
Ag  0.16  0.33  0.56  0.219
C  2.83  -0.11  4.59  -1.535
C  2.29  -0.08  3.17  0.532
S  0.53  -0.14  3.11  -0.617
C  3.13  -0.01  2.12  0.282
C  4.63  0.00  2.31  -1.322
S  2.71  0.08  0.40  -0.565
H  1.99  -0.10  5.28  0.287
H  3.45  0.77  4.81  0.309
H  3.43  -1.00  4.79  0.295
H  4.93  -0.02  3.37  0.351
H  5.06  0.89  1.85  0.221
H  5.08  -0.87  1.81  0.207
C  -1.55  -2.84  0.15  -1.463
N  -1.55  -1.39  0.12  0.542
C  -2.67  -0.78  0.10  -0.225
C  -2.82  0.65  0.03  0.374
C  -4.04  1.35  0.03  -1.001
C  -3.71  2.70  -0.10  -0.357
C  -2.31  2.74  -0.17  -0.971
N  -1.77  1.51  -0.10  0.107
C  -0.68  -3.43  -0.94  0.731
C  -1.18  -4.33  -1.87  -0.451
C  -0.38  -4.82  -2.89  -0.523
C  0.94  -4.41  -2.99  -0.412
C  1.46  -3.52  -2.05  -0.632
C  0.66  -3.04  -1.03  -0.206
H  -2.57  -3.24  0.08  0.374
H  -1.12  -3.14  1.11  0.279
H  -3.62  -1.35  0.13  0.108
H  -5.02  0.91  0.13  0.420
H  -4.38  3.54  -0.13  0.392
H  -1.68  3.62  -0.28  0.422
H  -2.22  -4.63  -1.81  0.265
H  -0.79  -5.52  -3.61  0.333
H  1.57  -4.79  -3.79  0.368
H  2.49  -3.20  -2.12  0.410
H  1.05  -2.32  -0.32  0.367
O  -2.52  -1.22  -3.27  -0.627
C  -1.53  -0.57  -3.47  0.108
O  -0.61  -0.30  -2.57  0.036
C  -1.28  0.08  -4.84  0.325
N  0.10  0.55  -4.98  -0.371
C  0.10  1.91  -5.54  -0.696
C  -1.33  2.15  -6.03  -0.569
C  -2.14  1.34  -5.02  -0.777
H  -1.55  -0.67  -5.60  0.253
H  0.67  -0.09  -5.51  0.203
H  0.10  0.21  -2.99  0.287
H  0.85  2.04  -6.32  0.329
H  0.32  2.62  -4.74  0.267
H  -1.47  1.75  -7.04  0.286
H  -1.60  3.21  -6.04  0.370
H  -3.14  1.08  -5.36  0.371
H  -2.21  1.87  -4.07  0.290

M = 524.46 g/mol
Orbital gap = 3.6 eV
Total charge = -2
Energy above the lowest of the compared OMol25 structures with the same formula, charge and spin = 0.613 eV
Calculated total energy = -2073.9374 a.u.

=====

A structure of composition C21H26BrN6O2Pd. Source: OMol25; level of theory: the ωB97M-V functional and the def2-TZVPD basis.

Each line ends with the Mulliken charge.
Atoms and positions in Å:
Pd  -0.60  -1.04  0.14  0.432
Br  8.96  6.37  3.48  0.049
C  7.35  6.06  2.66  0.326
C  6.47  7.13  2.44  -0.577
C  5.28  6.89  1.83  -0.231
C  4.93  5.55  1.44  0.493
C  5.86  4.47  1.64  -0.144
C  7.05  4.73  2.24  -0.672
N  3.74  5.42  0.89  -0.843
N  3.22  4.37  0.45  0.295
C  2.44  3.46  0.87  0.516
C  1.89  3.47  2.22  -0.702
C  1.00  2.55  2.61  -0.983
C  0.53  1.49  1.72  0.728
O  -0.29  0.67  2.08  -0.420
C  1.08  1.46  0.32  0.067
N  0.64  0.51  -0.53  0.089
C  1.06  0.50  -1.79  -0.750
C  1.95  1.45  -2.28  -0.941
C  2.42  2.43  -1.43  -0.362
C  1.98  2.43  -0.10  0.981
H  6.74  8.13  2.76  0.464
H  4.57  7.68  1.63  0.502
H  5.62  3.48  1.29  0.450
H  7.78  3.95  2.39  0.444
H  2.21  4.26  2.89  0.498
H  0.56  2.57  3.60  0.518
H  0.69  -0.29  -2.43  0.606
H  2.26  1.41  -3.32  0.471
H  3.10  3.19  -1.78  0.551
C  2.44  -1.83  1.08  -0.475
O  1.03  -2.14  0.92  -0.399
H  3.03  -2.47  0.43  0.290
H  2.73  -1.98  2.12  0.315
H  2.58  -0.79  0.80  0.128
H  0.84  -3.00  1.31  0.287
C  -4.75  -2.57  0.27  -1.162
N  -3.64  -1.61  0.39  0.147
C  -2.58  -1.91  1.30  -1.223
C  -3.41  -0.63  -0.53  0.730
N  -2.15  -0.23  -0.72  -0.360
N  -4.42  -0.12  -1.24  0.096
C  -5.77  0.03  -0.70  -1.131
C  -4.16  0.58  -2.49  -1.243
H  -4.37  -3.56  0.49  0.478
H  -5.12  -2.57  -0.75  0.394
H  -5.56  -2.34  0.96  0.351
H  -2.87  -2.68  2.01  0.541
H  -2.28  -1.03  1.88  0.276
H  -1.71  -2.43  0.75  0.608
H  -2.04  0.59  -1.29  0.084
H  -5.78  -0.13  0.37  0.402
H  -6.48  -0.65  -1.18  0.359
H  -6.10  1.06  -0.88  0.419
H  -3.35  0.10  -3.04  0.476
H  -3.93  1.64  -2.33  0.364
H  -5.05  0.52  -3.11  0.389

M = 580.80 g/mol
Orbital gap = 6.8 eV
Total charge = +3
Energy above the lowest of the compared OMol25 structures with the same formula, charge and spin = 0.000 eV
Calculated total energy = -3995.7051 a.u.

=====

A structure of composition C21H26CeClNO2SiTe4 at a distorted geometry. Source: OMol25; level of theory: the ωB97M-V functional and the def2-TZVPD basis.

Each line ends with the Löwdin spin population.
Atoms and positions in Å:
Ce  -0.36  1.97  -2.00  1.024
C  -1.87  0.38  -0.65  -0.004
Si  -0.87  -0.85  0.30  -0.001
C  0.70  -1.04  -0.77  0.000
N  1.41  0.18  -1.17  -0.002
C  2.60  -0.18  -2.03  0.000
C  3.69  -0.90  -1.22  0.000
C  4.02  -0.25  0.15  0.000
C  3.42  1.14  0.09  0.000
C  1.88  1.06  -0.07  0.000
C  -1.55  -2.63  0.29  0.000
C  -2.37  -3.20  1.28  0.000
C  -2.88  -4.47  1.06  0.000
C  -2.62  -5.28  -0.01  0.000
C  -2.03  -4.63  -1.04  0.000
C  -1.52  -3.36  -0.96  0.000
C  -0.59  -0.34  2.11  0.000
C  -0.66  0.99  2.62  0.000
C  -0.50  1.25  3.99  0.000
C  -0.26  0.19  4.85  0.000
C  -0.20  -1.10  4.42  0.000
C  -0.34  -1.33  3.03  0.000
H  -2.61  0.93  -0.06  0.000
H  -2.47  -0.05  -1.49  0.000
H  0.14  -1.28  -1.69  0.000
H  1.30  -1.90  -0.53  0.000
H  2.87  0.83  -2.44  0.000
H  2.26  -0.78  -2.87  0.000
H  4.64  -1.00  -1.78  0.000
H  3.28  -1.95  -1.03  0.000
H  5.12  -0.22  0.38  0.000
H  3.55  -0.81  0.97  0.000
H  3.87  1.54  -0.80  0.000
H  3.73  1.86  0.90  0.000
H  1.57  2.17  -0.30  0.000
H  1.43  0.81  0.86  0.000
H  -2.61  -2.70  2.20  0.000
H  -3.42  -4.89  1.92  0.000
H  -2.89  -6.27  -0.19  0.000
H  -1.99  -5.09  -2.05  0.000
H  -1.03  -2.96  -1.81  0.000
H  -0.94  1.83  1.93  0.000
H  -0.60  2.26  4.31  0.000
H  -0.27  0.50  5.87  0.000
H  -0.16  -1.91  5.25  0.000
H  -0.18  -2.36  2.71  0.000
Te  2.21  3.32  -3.70  -0.005
Te  -0.10  4.32  -4.63  -0.003
Te  -0.86  2.29  -6.24  0.002
Te  -1.88  0.59  -4.40  -0.006
Cl  -2.95  3.71  -2.09  -0.001
C  -2.20  5.07  -1.22  0.000
C  -1.32  4.55  -0.04  0.000
O  -1.35  5.11  1.03  0.000
O  -0.59  3.56  -0.44  -0.004
H  -2.97  5.74  -0.84  0.000
H  -1.69  5.60  -1.99  0.000

M = 1038.50 g/mol
Orbital gap (spin up / spin down) = 6.5 / 6.5 eV
Total charge = -1
Expectation value of S² = 0.751
Calculated total energy = -3318.1330 a.u.
Multiplicity = 2